Arrangement w

One molecule with the formula C10H10O2. Source: the OMol25 dataset; level of theory: ωB97M-V with the def2-TZVPD basis set.

Computed properties:
- LUMO level (alpha / beta): 0.685 / 0.176 eV
- Highest occupied orbital energy (alpha / beta): -6.48 / -7.32 eV
- HOMO-LUMO gap (alpha / beta): 0.263 / 0.275 Ha

Last column: Mulliken charge in e.
Geometry (Å):
C 3.7111 0.0867 0.1339  -0.51
C 2.9803 -1.1658 0.1483  -0.43
C 2.9763 1.2649 -0.0670  -0.44
C 1.6294 -1.1878 -0.1267  -0.48
C 1.6003 1.2964 -0.2378  -0.67
C 0.8662 0.0464 -0.2022  0.69
C -3.5267 -0.0419 -0.0566  -0.28
C -2.4067 -1.1380 0.2878  -0.69
C -2.8095 1.2093 -0.0627  -0.39
C -0.5444 -0.0002 -0.4380  0.21
O -1.2633 -1.1819 -0.5260  -0.43
O -1.3745 1.1064 -0.1454  -0.34
H 4.7611 0.2388 0.1972  0.39
H 3.6393 -2.0378 0.3396  0.31
H 3.4718 2.1567 0.0082  0.44
H 1.0058 -2.0743 -0.2692  0.41
H 1.1212 2.1958 -0.3596  0.50
H -3.7769 -0.1497 -1.0535  0.29
H -4.3323 0.1723 0.7175  0.27
H -2.0257 -0.9861 1.2583  0.40
H -2.7869 -2.0888 0.1873  0.38
H -2.9158 2.2788 0.2663  0.37

=====

Arrangement x

A 3-piece molecular cluster, C10H10O2 overall. Source: the OMol25 dataset; level of theory: ωB97M-V with the def2-TZVPD basis set.

Computed properties:
- LUMO level: -0.112 eV
- Highest occupied orbital energy: -9.41 eV
- HOMO-LUMO gap: 0.342 Ha

Last column: Mulliken charge in e.
Geometry (Å):
C 0.8787 2.8502 -0.9171  -0.76
C 1.5529 1.7945 0.1307  -0.57
C 1.1398 0.1975 -0.4358  0.07
C 1.6095 -1.6438 0.6719  0.32
C 0.0462 -1.4527 0.8756  0.05
C -0.9415 -2.2276 1.3490  -0.46
C -2.2741 -2.0242 0.8729  -0.17
C -2.6527 -0.8650 0.0127  -0.49
C -1.5707 0.0889 -0.3201  -0.23
C -0.2557 -0.2699 0.0878  0.52
H 1.5922 3.9971 -1.4945  0.28
H 0.4605 2.1879 -2.1313  0.18
H -0.1900 3.1471 -0.3553  0.20
H 1.3137 1.9096 1.1539  0.47
H 2.8701 1.7983 0.1283  0.26
H 1.2834 0.2920 -1.6020  0.18
H -0.7026 -3.2324 1.8816  0.30
H -3.0117 -2.8764 1.2527  0.24
H -3.6840 -0.9799 -0.7990  0.21
H -1.9382 0.8383 -1.1479  0.24
O 2.1347 -0.6824 0.1274  -0.17
O 2.3394 -2.8471 0.6587  -0.66

=====

Which is most stable, and by how much? arrangement w, by 72.7 kcal/mol.

=====

Arrangement w

One molecule with the formula C3H3BrO. Source: the OMol25 dataset; level of theory: ωB97M-V with the def2-TZVPD basis set.

Computed properties:
- LUMO level: -0.361 eV
- Highest occupied orbital energy: -8.86 eV
- HOMO-LUMO gap: 0.312 Ha

Last column: Mulliken charge in e.
Geometry (Å):
C 0.2559 -0.9635 1.4014  -0.43
C 0.0616 -0.0979 0.4697  0.30
C 0.0738 0.4399 -0.6840  -0.51
O 2.9630 0.2734 1.6563  -0.57
Br 2.1713 -1.0894 2.2268  0.40
H -0.4263 -1.3806 2.1332  0.36
H 0.0889 1.5018 -1.0565  0.24
H 0.0011 -0.2189 -1.5878  0.21

=====

Arrangement x

One molecule with the formula C3H3BrO. Source: the OMol25 dataset; level of theory: ωB97M-V with the def2-TZVPD basis set.

Computed properties:
- SMILES: CC(Br)=C=O
- LUMO level: -0.169 eV
- Highest occupied orbital energy: -8.78 eV
- HOMO-LUMO gap: 0.316 Ha

Last column: Mulliken charge in e.
Geometry (Å):
C -0.7404 0.5119 0.5046  -0.93
C 0.1131 -0.3664 -0.2872  0.10
Br -0.6312 -1.9696 -1.0579  -0.16
C 1.4060 -0.2350 -0.5677  0.54
O 2.5839 -0.0934 -0.7859  -0.41
H -0.4149 1.5147 0.2031  0.29
H -0.4844 0.2588 1.5901  0.24
H -1.8322 0.3789 0.4009  0.33

=====

Which is most stable, and by how much? arrangement x, by 105.3 kcal/mol.